A single C3H3F2IO molecule. Source: the OMol25 dataset; level of theory: ωB97M-V with the def2-TZVPD basis set.

Results
LUMO energy (alpha / beta) in Eh: -0.055 / -0.055
E in Ha: -688.57380
HOMO energy (alpha / beta) in eV: -8.49 / -8.81
Energy relative to the best compared isomer or geometry (same formula, charge and spin) in kJ/mol: 431.1

Cartesian coordinates (Å):
I: 2.331 -0.565 -0.399
F: 1.843 2.260 0.327
F: 1.199 1.745 -1.612
O: 0.544 -1.404 0.201
C: -0.525 -0.625 0.601
C: 1.276 1.261 -0.342
C: -1.687 -0.801 -0.033
H: -2.464 -0.355 0.492
H: -1.899 -1.535 -0.765
H: -0.619 0.018 1.532


2 unconnected molecules or ions with the total composition C3H3F2N. Source: the OMol25 dataset; level of theory: ωB97M-V with the def2-TZVPD basis set.

Results
LUMO energy in Eh: 0.031
SMILES: C=C(F)F.C#N
E in Ha: -370.53192
HOMO energy in eV: -10.05
Energy relative to the best compared isomer or geometry (same formula, charge and spin) in kJ/mol: 152.6

Cartesian coordinates (Å):
F: 2.032 2.704 -0.613
F: 0.112 3.017 0.376
N: 0.935 -0.885 2.194
C: 0.502 0.968 -0.730
C: -0.103 -1.191 1.810
C: 0.881 2.166 -0.344
H: 1.203 0.498 -1.313
H: -1.031 -1.560 1.481
H: -0.339 0.493 -0.471


A single C3H3F2N molecule. Source: the OMol25 dataset; level of theory: ωB97M-V with the def2-TZVPD basis set.

Results
LUMO energy (alpha / beta) in Eh: 0.018 / 0.018
E in Ha: -370.44320
HOMO energy (alpha / beta) in eV: -8.54 / -8.55
Energy relative to the best compared isomer or geometry (same formula, charge and spin) in kJ/mol: 385.6

Cartesian coordinates (Å):
F: 1.699 -1.046 -0.224
F: 1.868 1.088 0.140
N: -1.378 -0.052 -0.080
C: -0.289 -0.121 0.832
C: 0.976 0.054 -0.102
C: -0.971 0.101 -1.217
H: -0.271 -0.989 1.387
H: -0.332 0.723 1.397
H: -1.303 0.242 -2.132


2 unconnected molecules or ions with the total composition C3H3F2NO. Source: the OMol25 dataset; level of theory: ωB97M-V with the def2-TZVPD basis set.

Results
LUMO energy in Eh: 0.003
E in Ha: -445.71865
HOMO energy in eV: -9.32
Energy relative to the best compared isomer or geometry (same formula, charge and spin) in kJ/mol: 285.8

Cartesian coordinates (Å):
F: 2.431 -0.897 0.162
F: 1.910 1.168 -0.081
O: -3.205 0.168 0.322
N: -0.993 0.403 -0.305
C: 0.215 -0.371 -0.077
C: 1.433 -0.032 0.108
C: -2.177 -0.428 -0.193
H: 0.019 -1.500 -0.157
H: -2.191 -1.606 -0.567
H: -1.127 1.491 0.530


A single C3H3F2NO molecule. Source: the OMol25 dataset; level of theory: ωB97M-V with the def2-TZVPD basis set.

Results
LUMO energy (alpha / beta) in Eh: 0.031 / -0.087
E in Ha: -445.63375
<S²>: 2.01
2S+1: 3
HOMO energy (alpha / beta) in eV: -6.10 / -11.17
Energy relative to the best compared isomer or geometry (same formula, charge and spin) in kJ/mol: 110.3

Cartesian coordinates (Å):
F: 1.016 1.761 0.655
F: -2.797 -0.345 -0.156
O: -0.750 -1.094 0.428
N: -0.780 1.012 -0.692
C: 0.609 0.792 -0.295
C: -1.533 -0.190 -0.134
C: 0.594 -0.650 0.281
H: 1.051 -1.465 -0.253
H: 1.238 -0.620 1.190
H: 1.351 0.800 -1.023


A single C3H3F3 molecule. Source: the OMol25 dataset; level of theory: ωB97M-V with the def2-TZVPD basis set.

Results
LUMO energy in Eh: 0.038
SMILES: C=CC(F)(F)F
E in Ha: -415.68721
HOMO energy in eV: -11.07
Energy relative to the best compared isomer or geometry (same formula, charge and spin) in kJ/mol: 12.8

Cartesian coordinates (Å):
F: -0.897 2.207 -2.146
F: -0.622 2.741 -0.083
F: -2.272 1.601 -0.719
C: -0.138 0.524 -0.634
C: -0.951 1.778 -0.922
C: -0.394 -0.078 0.500
H: 0.576 0.173 -1.333
H: -1.323 0.049 1.019
H: 0.177 -0.968 0.633


A single C3H3F3 molecule. Source: the OMol25 dataset; level of theory: ωB97M-V with the def2-TZVPD basis set.

Results
LUMO energy in Eh: 0.037
SMILES: F/C=C/C(F)F
E in Ha: -415.67587
HOMO energy in eV: -10.78
Energy relative to the best compared isomer or geometry (same formula, charge and spin) in kJ/mol: 42.6

Cartesian coordinates (Å):
F: 1.876 -1.026 -0.123
F: -2.529 -0.064 -0.320
F: 1.677 1.122 -0.412
C: 1.066 0.042 0.181
C: -1.292 0.139 0.186
C: -0.213 -0.254 -0.451
H: 0.926 0.147 1.259
H: -0.147 -0.718 -1.489
H: -1.363 0.612 1.169


2 unconnected molecules or ions with the total composition C3H3F3O. Source: the OMol25 dataset; level of theory: ωB97M-V with the def2-TZVPD basis set.

Results
LUMO energy in Eh: -0.090
E in Ha: -490.77180
HOMO energy in eV: -10.19
Energy relative to the best compared isomer or geometry (same formula, charge and spin) in kJ/mol: 469.7

Cartesian coordinates (Å):
F: -1.406 -1.979 0.293
F: 0.705 -2.355 0.264
F: 2.044 -0.589 1.972
O: 0.130 0.819 1.485
C: -0.237 -0.332 -0.918
C: -0.262 -1.404 0.150
C: -0.179 0.026 0.531
H: 0.899 0.398 2.109
H: -1.048 -0.062 -1.712
H: 0.640 -0.116 -1.513


A single C3H3F3O molecule. Source: the OMol25 dataset; level of theory: ωB97M-V with the def2-TZVPD basis set.

Results
LUMO energy (alpha / beta) in Eh: -0.032 / -0.032
E in Ha: -490.80149
HOMO energy (alpha / beta) in eV: -9.28 / -9.28
Energy relative to the best compared isomer or geometry (same formula, charge and spin) in kJ/mol: 391.7

Cartesian coordinates (Å):
F: -0.083 -1.993 0.135
F: 1.804 0.120 1.049
F: 2.057 0.407 -1.008
O: -0.389 1.521 -0.172
C: -0.040 -0.688 -0.317
C: 1.259 0.047 -0.101
C: -1.082 0.404 0.271
H: -2.189 0.382 0.152
H: -0.245 -0.492 -1.354
H: -1.093 0.293 1.345


A single C3H3F3O3S molecule. Source: the OMol25 dataset; level of theory: ωB97M-V with the def2-TZVPD basis set.

Results
LUMO energy in Eh: -0.001
E in Ha: -1039.47048
HOMO energy in eV: -9.46
Energy relative to the best compared isomer or geometry (same formula, charge and spin) in kJ/mol: 246.4

Cartesian coordinates (Å):
S: -0.753 -1.032 0.018
F: 1.900 0.170 1.269
F: 1.470 -2.390 0.247
F: 2.634 0.421 -0.853
O: -0.695 1.558 0.936
O: -1.680 -1.558 -0.978
O: -1.065 -1.257 1.382
C: 1.104 -1.256 -0.434
C: -0.419 0.862 -0.135
C: 1.681 0.008 -0.014
H: -0.509 0.949 1.755
H: 0.996 -1.470 -1.561
H: -0.786 1.333 -1.019


A single C3H3F3S molecule. Source: the OMol25 dataset; level of theory: ωB97M-V with the def2-TZVPD basis set.

Results
LUMO energy (alpha / beta) in Eh: 0.020 / -0.068
E in Ha: -813.71639
<S²>: 2.04
2S+1: 3
HOMO energy (alpha / beta) in eV: -6.65 / -10.85
Energy relative to the best compared isomer or geometry (same formula, charge and spin) in kJ/mol: 43.5

Cartesian coordinates (Å):
S: 0.417 0.799 0.934
F: -1.792 2.554 1.195
F: -1.899 1.800 -0.857
F: -2.251 0.467 0.881
C: -1.544 1.488 0.392
C: 1.272 -0.338 0.376
C: 1.378 -1.477 -0.553
H: 2.135 -2.257 -0.250
H: 0.398 -2.001 -0.713
H: 1.887 -1.035 -1.405


A single C3H3FI2 molecule. Source: the OMol25 dataset; level of theory: ωB97M-V with the def2-TZVPD basis set.

Results
LUMO energy in Eh: -0.018
E in Ha: -811.19382
HOMO energy in eV: -8.54
Energy relative to the best compared isomer or geometry (same formula, charge and spin) in kJ/mol: 263.0

Cartesian coordinates (Å):
I: -2.705 -1.871 -0.234
I: -0.687 1.310 -0.123
F: -3.413 0.640 1.038
C: -2.420 -0.247 1.135
C: 2.204 0.342 -0.391
C: 0.968 -0.045 -0.155
H: 2.382 1.294 -0.544
H: 3.093 -0.328 -0.619
H: 0.577 -1.095 -0.107


A single C3H3FN2O molecule. Source: the OMol25 dataset; level of theory: ωB97M-V with the def2-TZVPD basis set.

Results
LUMO energy in Eh: 0.033
SMILES: Nc1coc(F)n1
E in Ha: -400.71608
HOMO energy in eV: -8.62
Energy relative to the best compared isomer or geometry (same formula, charge and spin) in kJ/mol: 81.8

Cartesian coordinates (Å):
F: 2.095 0.855 1.915
O: 0.816 -0.903 1.313
N: -0.974 0.357 -1.498
N: 0.729 0.964 0.088
C: -0.156 -1.112 0.329
C: -0.236 0.041 -0.381
C: 1.238 0.324 1.058
H: -0.687 -2.034 0.366
H: -0.787 1.355 -1.769
H: -2.038 0.155 -1.420


A single C3H3FN2O2 molecule. Source: the OMol25 dataset; level of theory: ωB97M-V with the def2-TZVPD basis set.

Results
LUMO energy in Eh: 0.021
SMILES: [H]/N=c1\c(F)con1O
E in Ha: -475.83143
HOMO energy in eV: -9.27
Energy relative to the best compared isomer or geometry (same formula, charge and spin) in kJ/mol: 466.6

Cartesian coordinates (Å):
F: 2.392 0.302 0.045
O: -0.637 -1.487 0.029
O: -2.255 0.130 0.158
N: -1.072 -0.187 -0.427
N: -0.247 1.953 0.026
C: -0.012 0.719 -0.138
C: 0.703 -1.409 0.098
C: 1.147 -0.154 -0.028
H: 0.636 2.447 0.195
H: 1.195 -2.336 0.244
H: -2.016 0.724 0.883


A gas-phase ion, C3H3FNO2 (charge -1). Source: the OMol25 dataset; level of theory: ωB97M-V with the def2-TZVPD basis set.

Results
LUMO energy in Eh: 0.152
SMILES: [H]/N=C/[C@@H](F)C(=O)[O-]
E in Ha: -421.24623
Net charge: -1
HOMO energy in eV: -4.27
Energy relative to the best compared isomer or geometry (same formula, charge and spin) in kJ/mol: 0.0

Cartesian coordinates (Å):
F: -0.404 1.651 0.693
O: -2.312 0.214 -0.803
O: -1.774 -1.686 0.374
N: 1.695 0.882 -0.699
C: -1.658 -0.534 -0.041
C: -0.216 0.280 0.665
C: 0.976 0.035 -0.140
H: 1.166 -1.031 -0.319
H: 0.113 -0.305 1.547
H: 2.414 0.495 -1.276


2 unconnected molecules or ions with the total composition C3H3FO. Source: the OMol25 dataset; level of theory: ωB97M-V with the def2-TZVPD basis set.

Results
LUMO energy in Eh: -0.041
SMILES: C=C=C=O.F
E in Ha: -291.13096
HOMO energy in eV: -9.62
Energy relative to the best compared isomer or geometry (same formula, charge and spin) in kJ/mol: 117.4

Cartesian coordinates (Å):
F: -0.097 -2.697 -0.071
O: -2.588 0.500 0.047
C: -1.428 0.628 0.068
C: 1.086 0.851 0.085
C: -0.174 0.577 -0.185
H: 1.885 0.485 -0.544
H: 1.391 1.453 0.935
H: -0.073 -1.796 -0.336


A molecular structure, C3H3FO3Yb. Source: the OMol25 dataset; level of theory: ωB97M-V with the def2-TZVPD basis set.

Results
LUMO energy in Eh: -0.045
E in Ha: -1600.37003
HOMO energy in eV: -7.54
Energy relative to the best compared isomer or geometry (same formula, charge and spin) in kJ/mol: 0.0

Cartesian coordinates (Å):
Yb: 1.783 0.741 0.082
F: 1.030 -1.432 -0.433
O: 0.755 2.667 -0.091
O: -0.400 3.464 1.672
O: 1.076 1.764 1.888
C: 0.497 2.751 1.199
C: -0.171 -2.188 -0.490
C: -1.237 -1.644 -1.041
H: -2.100 -2.288 -1.206
H: -0.007 -3.202 -0.134
H: -1.225 -0.633 -1.446


A single C3H3FOS molecule. Source: the OMol25 dataset; level of theory: ωB97M-V with the def2-TZVPD basis set.

Results
LUMO energy in Eh: -0.033
SMILES: O=C[C@@H](F)C=S
E in Ha: -689.31775
HOMO energy in eV: -9.07
Energy relative to the best compared isomer or geometry (same formula, charge and spin) in kJ/mol: 168.8

Cartesian coordinates (Å):
S: 0.851 -2.006 -1.681
F: 0.974 -0.804 1.293
O: -1.601 1.467 0.298
C: 0.453 0.110 0.317
C: 0.332 -0.557 -0.975
C: -0.974 0.619 0.808
H: -0.012 0.158 -1.951
H: 1.189 0.886 0.099
H: -1.212 0.127 1.793


A single C3H3FOS2 molecule. Source: the OMol25 dataset; level of theory: ωB97M-V with the def2-TZVPD basis set.

Results
LUMO energy (alpha / beta) in Eh: -0.061 / -0.061
E in Ha: -1087.46742
HOMO energy (alpha / beta) in eV: -8.75 / -8.75
Energy relative to the best compared isomer or geometry (same formula, charge and spin) in kJ/mol: 321.2

Cartesian coordinates (Å):
S: 3.081 3.414 -0.794
S: 1.535 0.838 -1.645
F: -1.098 1.881 -0.127
O: 0.814 1.649 1.064
C: -0.212 1.041 0.572
C: 2.261 2.074 -0.911
C: 0.277 0.002 -0.536
H: -0.340 -0.206 -1.319
H: 0.772 -0.819 -0.023
H: -0.854 0.225 1.202


A single C3H3FP2 molecule. Source: the OMol25 dataset; level of theory: ωB97M-V with the def2-TZVPD basis set.

Results
LUMO energy in Eh: -0.012
SMILES: F/C=C/PC#P
E in Ha: -898.56386
HOMO energy in eV: -8.90
Energy relative to the best compared isomer or geometry (same formula, charge and spin) in kJ/mol: 127.6

Cartesian coordinates (Å):
P: -2.563 -1.551 -1.758
P: -1.264 0.460 0.490
F: 2.793 -0.212 0.413
C: 0.566 0.477 0.752
C: -1.743 -0.661 -0.763
C: 1.452 -0.337 0.272
H: 0.731 1.320 1.543
H: 1.169 -1.183 -0.527
H: -1.142 1.688 -0.422